[1]
The following is a DFT calculation (ωB97M-V with the def2-TZVPD basis set) of a structure of composition C26H30BBrIO3SZn.

Computed properties:
Largest force on an atom ... 0.28 eV/Å
Highest occupied orbital energy ... -10.37 eV
Net charge ... +1
Calculated total energy ... -171660.7747 eV
Gap between HOMO and LUMO ... 7.6 eV

```
64
Properties=species:S:1:pos:R:3:forces:R:3
Zn 1.13645 0.38774 -0.38764 0.2 0.0 0.0
C 0.91859 3.38818 0.74655 0.0 0.0 0.0
C 0.69991 2.65156 1.90363 0.0 0.0 0.0
C 1.71264 1.85181 2.42114 0.0 0.0 0.0
C 2.94720 1.79173 1.78580 0.0 0.0 0.0
C 3.16863 2.53403 0.62986 0.0 0.0 0.0
C 2.15352 3.32927 0.11018 0.0 0.0 0.0
H 0.12805 4.00662 0.34290 0.0 0.0 0.0
H -0.25606 2.71265 2.40649 0.0 0.0 0.0
H 1.54467 1.28596 3.32908 0.0 0.0 0.0
H 3.73949 1.17676 2.19328 0.0 0.0 0.0
H 4.13198 2.49639 0.13819 0.0 0.0 0.0
H 2.32861 3.90856 -0.78730 0.0 0.0 0.0
C -4.13452 5.39818 1.28606 0.0 0.0 0.0
C -3.44351 4.83756 0.04092 0.0 0.1 0.0
C -2.19230 5.68192 -0.24298 0.0 0.0 0.0
C -4.41680 4.95970 -1.14047 0.0 0.0 0.0
C -3.02183 3.37812 0.22458 0.0 0.0 0.1
C -3.05937 2.74300 1.46950 -0.1 0.1 -0.1
C -2.68076 1.41439 1.65134 0.0 -0.2 0.1
C -2.26939 0.73223 0.53616 0.0 0.2 0.0
O -1.85062 -0.58651 0.41156 0.0 -0.2 0.1
B -1.50952 -0.68503 -0.91713 -0.2 0.1 0.1
O -1.78461 0.42890 -1.65568 0.0 0.0 -0.2
C -2.22456 1.34172 -0.70587 0.0 0.1 0.1
C -2.57824 2.65450 -0.88921 0.0 -0.1 -0.2
H -4.47143 6.41560 1.08512 0.0 0.0 0.0
H -3.45908 5.44288 2.14247 0.0 0.0 0.0
H -5.00930 4.80443 1.55881 0.0 0.0 0.0
H -2.47203 6.72359 -0.41093 0.0 0.0 0.0
H -1.66514 5.32627 -1.13136 0.0 0.0 0.0
H -1.50502 5.64958 0.60540 0.0 0.0 0.0
H -4.77001 5.98873 -1.22137 0.0 0.0 0.0
H -5.28347 4.31170 -0.99771 0.0 0.0 0.0
H -3.94869 4.70135 -2.09091 0.0 0.0 0.0
H -3.41224 3.28750 2.33313 0.0 0.0 0.0
H -2.72709 0.93840 2.62203 0.0 0.0 0.0
H -2.53345 3.09340 -1.87711 0.0 0.0 0.0
O -1.12675 -1.90780 -1.49013 0.1 -0.2 0.0
S -0.47500 -2.98731 -0.48760 -0.1 0.0 -0.2
C -1.80931 -4.20730 -0.32416 0.1 0.0 0.1
C -1.19484 -5.52854 -0.77277 0.0 0.0 0.0
C -0.36692 -5.20326 -2.01386 0.0 -0.1 0.0
C 0.48470 -3.99083 -1.65320 0.0 0.1 0.1
H -2.59171 -3.86620 -1.00369 0.0 0.0 0.0
H -2.17101 -4.18498 0.70133 0.0 0.0 0.0
H -1.97986 -6.25656 -0.97071 0.0 0.0 0.0
H -0.55441 -5.93649 0.01237 0.0 0.0 0.0
H -1.01633 -4.97390 -2.85968 0.0 0.0 0.0
H 0.27628 -6.03517 -2.29641 0.0 0.0 0.0
H 0.74809 -3.33187 -2.47908 0.0 0.0 0.0
H 1.38667 -4.25912 -1.10130 0.0 0.0 0.0
Br 2.50138 -6.22428 0.84613 0.1 0.0 0.0
C 4.12236 -5.39360 0.29369 -0.2 0.0 0.1
C 5.09441 -6.20384 -0.27198 0.1 0.0 0.0
C 6.29562 -5.65019 -0.68524 0.0 0.0 0.0
C 6.51880 -4.28901 -0.53368 0.1 -0.1 0.0
C 5.54507 -3.48268 0.02986 0.0 0.1 0.1
C 4.34004 -4.02996 0.45140 -0.2 0.0 0.1
I 2.90899 -2.74141 1.29478 0.2 -0.1 -0.1
H 4.90633 -7.26273 -0.38052 0.0 0.0 0.0
H 7.05391 -6.28471 -1.12290 0.0 0.0 0.0
H 7.45454 -3.84974 -0.85234 0.0 0.0 0.0
H 5.71824 -2.42189 0.15121 0.0 0.0 0.0
```
Positions in Å, forces in eV/Å.

***

[2]
The following is a DFT calculation (ωB97M-V with the def2-TZVPD basis set) of a structure of composition CH7N2Si at a distorted geometry.

Computed properties:
Largest force on an atom ... 3.35 eV/Å
Highest occupied orbital energy ... -14.88 eV
Net charge ... +1
Calculated total energy ... -11999.1960 eV
Gap between HOMO and LUMO ... 10.0 eV

```
11
Properties=species:S:1:pos:R:3:forces:R:3
C -0.49262 -1.59512 -1.30799 -0.2 -1.8 2.8
N -0.97874 -0.44392 -1.19981 0.9 0.3 -0.4
N 0.04462 0.95074 0.56189 0.2 0.5 1.9
Si 0.84445 1.02959 2.02686 -0.9 0.6 -2.8
H -0.10393 -2.17037 -2.09524 0.2 0.2 -1.9
H -0.84315 0.14932 -2.00813 -0.6 0.2 -0.4
H -0.76577 0.10910 -0.13303 0.2 0.2 0.1
H -0.41221 -2.20239 -0.37844 -0.3 0.6 -0.4
H 2.03062 1.74869 2.45049 0.2 0.5 -0.3
H 0.32799 0.26930 3.06502 -0.6 -1.3 1.1
H -0.08294 1.72738 -0.08659 0.9 0.1 0.3
```
Positions in Å, forces in eV/Å.

***

The records above yield M values of 705.6; 75.2 g mol⁻¹, respectively.